DFT (ωB97M-V/def2-TZVPD) results for C44H53BCaN3O2P4 as an isolated structure.

```
108
Properties=species:S:1:pos:R:3
Ca -1.126 -0.748 -0.544
O -1.488 -1.628 1.491
P -1.665 -0.942 2.820
C -1.919 0.859 2.642
P -0.576 1.724 1.765
O -0.152 0.916 0.563
C 0.771 1.933 2.931
C 0.616 2.685 4.096
C 1.675 2.808 4.978
C 2.883 2.177 4.707
C 3.035 1.420 3.554
C 1.979 1.300 2.662
C -1.206 3.345 1.331
C -2.426 3.413 0.659
C -2.914 4.638 0.237
C -2.186 5.795 0.479
C -0.967 5.729 1.140
C -0.473 4.507 1.566
C -0.198 -1.193 3.824
C 0.787 -2.037 3.321
C 1.947 -2.259 4.050
C 2.120 -1.634 5.276
C 1.136 -0.792 5.780
C -0.025 -0.573 5.059
C -3.107 -1.500 3.722
C -2.979 -2.382 4.794
C -4.116 -2.858 5.430
C -5.371 -2.460 4.994
C -5.500 -1.589 3.919
C -4.372 -1.109 3.278
H -2.081 1.311 3.623
H -2.846 1.001 2.072
H -0.323 3.184 4.305
H 1.563 3.399 5.878
H 3.710 2.277 5.398
H 3.976 0.927 3.346
H 2.077 0.716 1.755
H -3.017 2.528 0.466
H -3.869 4.676 -0.269
H -2.571 6.752 0.154
H -0.399 6.631 1.326
H 0.483 4.460 2.072
H 0.626 -2.520 2.365
H 2.711 -2.923 3.665
H 3.024 -1.806 5.846
H 1.274 -0.310 6.738
H -0.797 0.074 5.462
H -1.998 -2.692 5.130
H -4.021 -3.540 6.264
H -6.257 -2.831 5.493
H -6.480 -1.285 3.576
H -4.486 -0.442 2.430
C -1.257 -0.725 -4.912
P -0.420 -0.105 -3.410
C 1.341 -0.519 -3.805
N 1.798 -0.160 -4.980
C 3.109 -0.355 -5.250
C 3.631 0.028 -6.507
C 4.962 -0.135 -6.758
C 5.823 -0.683 -5.776
C 5.344 -1.068 -4.559
C 3.968 -0.918 -4.273
N 3.472 -1.336 -3.087
C 2.192 -1.168 -2.854
P 1.527 -1.870 -1.288
C 2.974 -1.705 -0.186
C 1.391 -3.695 -1.670
C 0.844 -4.352 -0.397
C 2.711 -4.345 -2.073
C 0.368 -3.841 -2.802
C -0.471 1.764 -3.563
C -1.835 2.187 -3.003
C 0.639 2.325 -2.666
C -0.324 2.290 -4.988
H -0.709 -0.432 -5.805
H -2.272 -0.328 -4.947
H -1.321 -1.812 -4.864
H 2.954 0.450 -7.238
H 5.372 0.158 -7.716
H 6.875 -0.799 -6.002
H 5.985 -1.497 -3.800
H 3.838 -2.255 -0.551
H 2.706 -2.039 0.818
H 3.235 -0.647 -0.138
H 1.532 -4.239 0.445
H 0.707 -5.423 -0.565
H -0.124 -3.932 -0.111
H 3.423 -4.357 -1.248
H 3.173 -3.833 -2.917
H 2.525 -5.382 -2.363
H -0.577 -3.344 -2.564
H 0.151 -4.899 -2.966
H 0.747 -3.430 -3.740
H -1.959 1.887 -1.960
H -2.662 1.757 -3.572
H -1.927 3.275 -3.053
H 0.564 1.937 -1.646
H 0.548 3.413 -2.615
H 1.630 2.092 -3.060
H -1.133 1.940 -5.630
H 0.624 1.996 -5.432
H -0.372 3.382 -4.965
B -5.375 1.236 0.084
C -4.239 0.323 -0.491
N -3.352 -0.307 -0.890
H -6.448 0.748 -0.159
H -5.161 1.302 1.287
H -5.228 2.317 -0.443
```

Computed properties:
LUMO energy in eV: -2.87
Total charge: +1
HOMO energy in eV: -11.171
Orbital gap in eV: 8.2965


DFT (ωB97M-V/def2-TZVPD) results for a 10-piece molecular cluster, C44H54F32O11S5 overall.

```
146
Properties=species:S:1:pos:R:3
C 1.273 -25.796 24.392
C 1.591 -27.168 23.686
C 3.101 -27.495 23.738
F 3.828 -26.670 22.981
F 3.584 -27.408 24.992
F 0.855 -28.015 24.373
F 1.121 -27.143 22.409
O -0.073 -25.509 23.911
C -0.743 -24.428 24.567
C -2.174 -24.219 23.910
F -2.287 -23.687 22.711
F -3.058 -25.206 24.007
F -0.858 -24.730 25.849
F 0.010 -23.389 24.368
H 1.881 -24.973 24.016
H 1.331 -25.740 25.479
H 3.382 -28.396 23.193
H -2.601 -23.381 24.461
C -3.956 -27.709 14.805
C -3.539 -26.292 14.939
C -2.185 -25.930 14.189
F -1.741 -24.624 14.190
F -1.141 -26.764 14.533
F -4.455 -25.636 14.262
F -3.609 -25.823 16.226
O -5.266 -28.152 15.187
C -5.890 -29.357 14.658
C -6.050 -30.553 15.648
F -6.499 -31.678 15.124
F -4.906 -30.770 16.181
F -7.147 -29.002 14.109
F -5.154 -29.870 13.641
H -3.412 -28.289 15.550
H -3.542 -28.118 13.883
H -2.458 -25.846 13.137
H -6.699 -30.354 16.500
C -10.175 -18.525 19.232
C -9.855 -17.601 20.519
C -9.980 -18.458 21.842
F -11.056 -19.225 22.004
F -8.926 -19.245 22.163
F -8.604 -17.105 20.337
F -10.796 -16.629 20.763
O -9.847 -19.864 19.528
C -10.391 -20.804 18.604
C -9.685 -22.149 18.929
F -10.262 -23.133 18.352
F -8.239 -22.057 18.713
F -11.618 -20.946 19.028
F -10.286 -20.407 17.363
H -9.705 -18.134 18.330
H -11.247 -18.551 19.039
H -10.040 -17.831 22.731
H -9.722 -22.382 19.994
C -5.221 -22.587 20.261
C -5.534 -21.848 21.596
C -7.087 -21.889 22.115
F -7.175 -21.303 23.278
F -7.848 -21.324 21.295
F -4.842 -22.479 22.582
F -4.970 -20.679 21.696
O -3.857 -22.814 19.968
C -3.532 -23.975 19.249
C -2.035 -24.019 19.021
F -1.377 -23.987 20.145
F -1.664 -25.138 18.337
F -3.966 -25.012 19.898
F -4.187 -24.022 18.134
H -5.649 -22.054 19.412
H -5.797 -23.512 20.260
H -7.444 -22.914 22.219
H -1.551 -23.283 18.379
C -11.752 -21.628 24.238
S -11.325 -20.688 25.714
O -11.251 -21.610 26.936
C -9.493 -20.375 25.333
H -11.161 -22.527 24.418
H -11.673 -21.136 23.269
H -12.793 -21.950 24.285
H -8.979 -20.185 26.275
H -9.543 -19.595 24.573
H -8.973 -21.243 24.929
C -6.101 -24.721 28.458
S -5.458 -23.656 27.095
O -5.317 -24.534 25.814
C -6.974 -22.643 26.834
H -6.891 -25.245 27.921
H -6.360 -24.017 29.249
H -5.290 -25.367 28.793
H -6.822 -22.199 25.851
H -6.939 -21.957 27.680
H -7.842 -23.296 26.927
C -3.969 -17.450 21.404
S -3.992 -15.792 20.573
O -4.255 -15.005 21.899
C -2.172 -15.541 20.256
H -4.070 -18.315 20.749
H -4.740 -17.603 22.159
H -2.968 -17.468 21.835
H -1.467 -15.605 21.084
H -2.031 -14.594 19.736
H -1.779 -16.277 19.555
C -8.182 -26.190 15.015
S -8.726 -25.777 16.699
O -8.760 -27.125 17.430
C -7.204 -24.999 17.234
H -7.162 -26.574 15.026
H -8.182 -25.344 14.328
H -8.700 -27.011 14.519
H -7.401 -24.509 18.188
H -6.827 -24.322 16.468
H -6.413 -25.747 17.285
C -2.128 -20.264 19.914
S -2.537 -20.058 18.030
O -2.980 -18.606 17.939
C -0.809 -20.250 17.450
H -1.559 -21.194 19.940
H -3.030 -20.459 20.495
H -1.539 -19.414 20.258
H -0.821 -20.638 16.431
H -0.142 -20.709 18.180
H -0.423 -19.231 17.443
C 2.906 -24.590 20.406
C 4.274 -24.939 20.504
C 4.659 -26.153 19.984
C 3.757 -27.027 19.400
C 2.385 -26.698 19.326
C 1.983 -25.479 19.923
C 1.364 -27.556 18.646
O 0.194 -27.247 18.526
C 1.732 -28.992 18.441
C 0.743 -30.021 18.336
C 1.082 -31.401 18.363
C 2.441 -31.718 18.530
C 3.378 -30.748 18.488
C 3.120 -29.365 18.570
C 4.190 -28.357 18.907
O 5.353 -28.652 18.658
H 2.637 -23.710 20.971
H 4.960 -24.123 20.680
H 5.691 -26.470 20.019
H 0.979 -25.123 20.107
H -0.312 -29.838 18.200
H 0.396 -32.235 18.352
H 2.794 -32.738 18.504
H 4.392 -31.119 18.526
```

Computed properties:
LUMO energy in eV: -1.14
Total charge: 0
HOMO energy in eV: -8.661
Orbital gap in eV: 7.5230


DFT (ωB97M-V/def2-TZVPD) results for C44H55AsIrN4OPTe as an isolated structure.

```
108
Properties=species:S:1:pos:R:3
Ir -0.050 0.502 0.338
C 4.718 -1.158 2.447
C 4.092 -1.415 1.233
C 2.707 -1.470 1.168
C 1.951 -1.272 2.322
C 2.575 -1.013 3.536
C 3.962 -0.956 3.594
As 0.028 -1.309 2.115
C -0.331 -3.216 2.212
C -0.138 -4.164 1.246
C -0.339 -5.515 1.568
C -0.734 -5.910 2.852
C -0.944 -4.964 3.825
C -0.747 -3.593 3.524
C -0.938 -2.513 4.442
C -1.443 -2.648 5.758
C -1.651 -1.527 6.528
C -1.374 -0.263 6.003
C -0.873 -0.104 4.700
C -0.634 -1.213 3.937
H 5.799 -1.134 2.502
H 4.682 -1.590 0.342
H 2.226 -1.682 0.217
H 1.995 -0.869 4.441
H 4.454 -0.777 4.542
H 0.163 -3.896 0.241
H -0.182 -6.270 0.808
H -0.876 -6.960 3.068
H -1.255 -5.265 4.816
H -1.684 -3.627 6.152
H -2.044 -1.617 7.531
H -1.556 0.616 6.608
H -0.692 0.889 4.315
O -1.158 -0.660 -0.897
P -1.712 -0.452 -2.347
C -3.273 0.507 -2.244
C -3.409 1.287 -0.928
C -2.607 2.586 -0.939
C -3.022 3.482 -2.103
C -2.904 2.763 -3.445
C -3.626 1.416 -3.441
C -0.376 0.378 -3.261
C -0.510 0.501 -4.785
C 0.453 1.591 -5.280
C 1.784 1.574 -4.506
C 2.071 0.184 -3.946
C 1.008 -0.225 -2.912
C -2.227 -2.127 -2.837
C -1.106 -3.181 -2.844
C -0.428 -3.354 -4.201
C -1.453 -3.629 -5.297
C -2.466 -2.493 -5.392
C -3.167 -2.248 -4.058
H -4.011 -0.302 -2.229
H -3.156 0.658 -0.071
H -4.468 1.538 -0.821
H -1.526 2.372 -1.018
H -2.751 3.116 0.006
H -2.428 4.397 -2.112
H -4.061 3.789 -1.948
H -1.851 2.641 -3.710
H -3.337 3.384 -4.230
H -3.481 0.895 -4.388
H -4.702 1.601 -3.370
H -0.414 1.394 -2.850
H -1.527 0.729 -5.102
H -0.249 -0.457 -5.233
H -0.021 2.570 -5.180
H 0.630 1.444 -6.345
H 1.756 2.294 -3.681
H 2.596 1.894 -5.158
H 3.056 0.148 -3.479
H 2.096 -0.543 -4.762
H 1.318 0.125 -1.921
H 0.954 -1.313 -2.851
H -2.847 -2.319 -1.949
H -1.569 -4.134 -2.571
H -0.377 -2.959 -2.058
H 0.292 -4.172 -4.139
H 0.147 -2.459 -4.460
H -1.975 -4.566 -5.078
H -0.952 -3.770 -6.255
H -3.224 -2.727 -6.140
H -1.972 -1.584 -5.738
H -3.821 -3.100 -3.854
H -3.829 -1.383 -4.132
Te -0.795 3.269 2.315
C 0.276 3.616 4.068
C 1.243 2.714 4.537
C 1.934 2.984 5.704
C 1.665 4.152 6.417
C 0.710 5.050 5.953
C 0.020 4.791 4.781
H 1.455 1.805 3.981
H 2.680 2.289 6.068
H 2.202 4.362 7.333
H 0.505 5.957 6.506
H -0.719 5.496 4.423
N 3.992 3.638 2.248
C 4.460 3.289 1.049
N 5.694 3.611 0.697
N 3.735 2.611 0.138
C 2.547 2.223 0.367
N 1.444 1.847 0.499
H 4.546 4.172 2.897
H 3.055 3.396 2.525
H 6.301 4.157 1.285
H 6.008 3.374 -0.230
```

Computed properties:
LUMO energy (alpha / beta) in eV: -7.99 / -11.14
Total charge: +3
HOMO energy (alpha / beta) in eV: -15.378 / -15.389
<S²>: 8.815
2S+1: 6
Orbital gap (alpha / beta) in eV: 7.3894 / 4.2535


DFT (ωB97M-V/def2-TZVPD) results for C44H56GeN8O4S2Zr as an isolated structure.

```
116
Properties=species:S:1:pos:R:3
Zr 1.033 0.728 -0.468
C -1.726 3.689 3.875
C -0.961 4.539 2.967
C 0.182 4.119 2.405
C 0.737 2.812 2.760
C -0.170 1.803 3.434
C -1.362 2.426 4.094
N 1.967 2.590 2.494
C 2.642 1.461 2.975
C 2.918 1.302 4.334
C 3.693 0.245 4.777
C 4.233 -0.674 3.881
C 4.031 -0.497 2.528
C 3.245 0.564 2.090
N 3.105 0.863 0.710
N 4.154 0.818 0.052
C 3.998 1.334 -1.265
C 5.109 1.371 -2.080
C 5.003 2.051 -3.286
C 3.800 2.662 -3.609
C 2.723 2.530 -2.746
N 2.812 1.870 -1.590
H -2.582 4.112 4.385
H -1.309 5.550 2.786
H 0.788 4.759 1.777
H 0.427 1.335 4.221
H -1.925 1.805 4.781
H 2.537 2.034 5.034
H 3.885 0.138 5.836
H 4.828 -1.502 4.238
H 4.462 -1.169 1.797
H 6.025 0.906 -1.747
H 5.854 2.123 -3.949
H 3.693 3.236 -4.518
H 1.756 2.958 -2.973
N -0.753 -0.951 -0.757
N -0.162 -2.054 -1.405
C 1.228 -2.214 -1.225
O 1.777 -3.225 -1.553
O 1.785 -1.134 -0.711
H -1.069 -1.194 0.180
H -1.552 -0.638 -1.304
H -0.681 -2.924 -1.389
S -0.100 3.127 -0.898
C -1.828 3.124 -0.913
N -2.501 2.620 -1.945
C -3.960 2.696 -2.063
C -4.573 2.714 -0.672
C -3.932 3.816 0.153
N -2.476 3.676 0.096
H -1.953 2.370 -2.754
H -4.297 1.830 -2.631
H -4.238 3.594 -2.621
H -4.416 1.749 -0.185
H -5.646 2.880 -0.743
H -4.232 3.753 1.198
H -4.217 4.801 -0.221
H -1.902 4.007 0.863
C -2.870 -5.052 4.730
C -2.713 -3.616 4.248
C -1.897 -2.762 5.213
C -1.679 -1.329 4.709
Ge -0.249 -1.127 3.384
C -0.070 -2.529 2.032
C 0.560 -3.812 2.587
C 0.764 -4.890 1.523
C -0.542 -5.406 0.927
H -3.473 -5.642 4.040
H -3.352 -5.084 5.707
H -1.898 -5.540 4.826
H -3.699 -3.156 4.122
H -2.246 -3.614 3.259
H -0.936 -3.247 5.415
H -2.420 -2.732 6.172
H -1.403 -0.676 5.542
H -2.618 -0.938 4.305
H 1.106 -0.998 4.104
H 0.587 -2.126 1.257
H -1.044 -2.751 1.582
H -0.062 -4.216 3.391
H 1.524 -3.562 3.040
H 1.303 -5.726 1.974
H 1.406 -4.502 0.727
H -1.225 -5.742 1.710
H -0.363 -6.245 0.257
H -1.062 -4.636 0.349
C -2.021 0.684 1.961
C -0.569 0.619 2.435
O 0.247 0.647 1.276
H -2.704 0.981 2.753
H -2.361 -0.296 1.609
H -2.119 1.400 1.141
O 0.641 0.564 -2.668
S -0.259 -0.165 -3.673
C -0.652 1.080 -4.871
C -1.993 1.228 -5.199
C -2.360 2.205 -6.119
C -1.389 3.013 -6.688
C -0.045 2.847 -6.356
C 0.332 1.874 -5.450
C 0.838 -1.220 -4.572
C 0.266 -2.231 -5.330
C 1.101 -3.071 -6.050
C 2.478 -2.900 -5.988
C 3.031 -1.893 -5.209
C 2.210 -1.039 -4.490
H -2.740 0.577 -4.759
H -3.399 2.323 -6.397
H -1.673 3.770 -7.406
H 0.705 3.472 -6.822
H 1.374 1.713 -5.204
H -0.808 -2.366 -5.358
H 0.677 -3.866 -6.647
H 3.125 -3.566 -6.541
H 4.105 -1.782 -5.151
H 2.623 -0.264 -3.856
```

Computed properties:
LUMO energy in eV: -6.27
Total charge: +2
HOMO energy in eV: -12.784
Orbital gap in eV: 6.5185